{"formula": "C5H14O", "method": "the ωB97M-V functional and the def2-TZVPD basis", "symbols": ["C", "C", "C", "O", "H", "H", "H", "H", "H", "H", "H", "H", "C", "C", "H", "H", "H", "H", "H", "H"], "coordinates": [[-0.137, 0.834, -0.270], [0.907, 1.830, 0.249], [1.181, 1.764, 1.692], [2.192, 1.637, -0.366], [-0.258, 0.988, -1.336], [-1.098, 1.013, 0.006], [0.077, -0.177, -0.052], [0.772, 2.967, -0.095], [2.119, 1.197, 1.739], [1.560, 2.755, 2.075], [0.362, 1.445, 2.231], [2.234, 0.852, -0.923], [-1.939, -3.485, -0.158], [-1.922, -2.233, -1.061], [-1.363, -3.233, 0.764], [-3.050, -3.486, 0.242], [-2.012, -4.352, -0.772], [-2.769, -1.364, -1.003], [-1.562, -2.280, -2.087], [-1.090, -1.678, -0.576]], "forces_ev_per_angstrom": [[2.19, 1.56, -1.48], [0.25, 2.36, -2.26], [2.81, 2.01, 0.34], [0.55, -0.49, -0.79], [0.53, -0.35, -0.56], [-2.75, 0.76, 1.69], [0.64, -1.00, 0.28], [-0.90, -2.42, 0.76], [-0.70, -0.67, 0.65], [-0.80, -0.77, -0.28], [-1.46, -0.89, 1.55], [-0.28, 0.07, 0.12], [-4.66, 2.28, 0.89], [0.61, 3.51, 1.15], [0.12, -1.47, -1.09], [1.91, -0.16, -0.34], [1.30, -1.15, 0.24], [1.45, -2.66, -0.12], [-0.45, -0.62, -0.11], [-0.39, 0.13, -0.67]], "nbo_charge": [-0.645, 0.103, -0.649, -0.750, 0.216, 0.220, 0.205, 0.172, 0.237, 0.214, 0.207, 0.468, -0.649, -0.629, 0.230, 0.203, 0.233, 0.203, 0.212, 0.197], "smiles": "CC(C)O.CC", "gap_ev": 10.893, "fmax_ev_per_a": 5.259, "total_charge": 0}